Record 1
The following is a quantum chemistry calculation of a molecular structure, C16H34O in a non-equilibrium geometry, from the OMol25 dataset.

## Properties
Net charge: 0
Energy above the lowest of the compared OMol25 structures with the same formula, charge and spin in kJ/mol: 1465.42
E_tot in eV: -19176.587
Max |F| in eV/A: 15.03

Geometry as XYZ:
```
51
C16H34O (ωB97M-V with the def2-TZVPD basis set)
C 0.291 7.124 -0.672
H -0.120 8.026 -0.401
C 0.650 6.970 -2.242
C 0.968 5.728 -2.732
C 2.059 5.225 -2.113
C 1.998 4.232 -0.950
C 1.610 2.947 -1.428
C 1.224 1.773 -0.612
C 0.819 0.455 -1.177
C 0.524 -0.618 0.053
C 0.310 -1.981 -0.667
C -0.085 -2.939 0.376
C -0.771 -4.274 -0.016
C -0.619 -5.481 0.999
C -1.927 -5.180 1.910
C -1.931 -6.280 3.046
C -3.176 -6.078 4.159
O -4.366 -6.025 3.574
H -4.429 -5.544 2.752
H -2.969 -6.922 4.796
H -2.912 -5.148 4.472
H -0.862 -6.481 3.493
H -2.156 -7.302 2.368
H -1.467 -4.235 2.670
H -2.793 -5.115 1.161
H 0.227 -5.607 1.568
H -1.015 -6.305 0.604
H -1.432 -4.301 -0.655
H 0.240 -4.546 -0.703
H -0.875 -2.606 1.306
H 0.841 -3.190 1.027
H -0.861 -1.785 -1.234
H 0.947 -2.364 -1.221
H -0.305 -0.150 0.733
H 1.443 -0.682 0.648
H 1.785 -0.074 -1.805
H -0.169 0.522 -1.798
H 2.365 1.649 0.299
H 0.544 2.155 0.139
H 2.538 2.468 -2.289
H 0.696 2.907 -2.010
H 3.168 4.098 -0.340
H 1.261 4.618 -0.324
H 2.806 6.107 -1.591
H 2.938 4.778 -2.995
H 0.086 4.976 -2.509
H 1.100 5.823 -3.707
H 1.372 7.783 -2.222
H -0.197 7.458 -2.939
H -0.457 6.567 -0.621
H 1.084 6.824 -0.178
```



Record 2
The following is a quantum chemistry calculation of a molecular structure, C16H34P2W in a non-equilibrium geometry, from the OMol25 dataset.

## Properties
Net charge: +2
Energy above the lowest of the compared OMol25 structures with the same formula, charge and spin in kJ/mol: 251.40
E_tot in eV: -37524.018
2S+1: 3
Expectation value of S²: 2.012
Max |F| in eV/A: 4.95

Geometry as XYZ:
```
53
C16H34P2W (ωB97M-V with the def2-TZVPD basis set)
P -0.069 3.007 -0.913
P -1.164 1.701 2.661
C 0.637 1.882 0.354
C -0.179 1.129 1.323
H 1.442 2.488 0.817
H 1.159 1.121 -0.265
H -1.328 -2.318 -1.011
H 0.300 0.174 1.625
C -0.179 2.614 3.865
H -0.819 3.162 4.570
H 0.479 3.330 3.356
H 0.461 1.926 4.439
C -1.776 0.151 3.383
H -0.946 -0.448 3.783
H -2.270 -0.433 2.590
H -2.500 0.377 4.176
C 1.235 4.200 -1.282
H 0.809 5.061 -1.813
H 2.021 3.744 -1.890
H 1.666 4.544 -0.335
C -0.608 2.207 -2.417
H -1.391 1.463 -2.209
H 0.229 1.698 -2.908
H -1.026 2.955 -3.115
W 0.189 -1.997 -0.436
C -0.232 -3.899 -0.149
C 1.104 -3.465 0.521
C 2.367 -3.873 -0.175
C 2.674 -3.039 -1.466
C 1.664 -1.953 -1.749
C 0.291 -2.364 -2.373
C 0.093 -3.816 -2.693
C -0.137 -4.695 -1.420
C -1.404 4.044 -0.340
H -1.004 -4.192 0.554
H 1.089 -3.519 1.608
H 2.384 -4.960 -0.387
H 3.230 -3.739 0.513
H 3.677 -2.576 -1.321
H 2.834 -3.702 -2.346
H 2.059 -1.021 -2.146
H -0.095 -1.639 -3.076
H 0.914 -4.212 -3.322
H -0.808 -3.923 -3.334
H -1.085 -5.255 -1.578
H 0.624 -5.493 -1.333
H -2.344 3.486 -0.280
H -1.550 4.868 -1.050
H -1.170 4.483 0.632
C -2.656 2.561 2.170
H -3.461 2.325 2.882
H -2.938 2.185 1.179
H -2.494 3.646 2.135
```



Record 3
The following is a quantum chemistry calculation of a molecular structure, C16H35AgBr2NO2Sb in a non-equilibrium geometry, from the OMol25 dataset.

## Properties
Net charge: 0
E_tot in eV: -173363.840
Max |F| in eV/A: 3.41

Geometry as XYZ:
```
58
C16H35AgBr2NO2Sb (ωB97M-V with the def2-TZVPD basis set)
Ag 0.631 1.282 0.011
N 2.127 3.089 -0.966
C 2.410 4.112 0.104
C 2.611 3.320 1.460
C 1.257 3.025 2.151
O 0.585 3.888 2.727
O 0.918 1.772 2.172
H 3.010 2.726 -1.368
H 1.508 3.421 -1.693
H 1.606 4.833 0.143
H 3.387 4.555 -0.048
H 3.207 3.968 2.146
H 3.176 2.395 1.339
Br -3.329 3.923 1.493
C -1.768 4.705 0.608
Br -1.451 4.345 -1.264
H -0.926 4.399 1.169
H -1.952 5.773 0.706
C -2.189 0.015 1.959
C -2.363 -0.762 0.676
C -3.020 0.125 -0.360
C -2.911 -2.123 0.906
Sb -0.213 -1.258 -0.211
C 1.035 -2.594 1.210
C 0.498 -2.733 2.598
C 2.374 -1.853 1.158
C 1.173 -3.911 0.537
C 0.010 -1.383 -2.788
C -0.650 -2.677 -3.056
C -0.698 -0.104 -3.294
C 1.567 -1.393 -2.816
H -3.199 0.429 2.148
H -1.648 0.944 1.792
H -1.769 -0.598 2.741
H -3.980 0.535 -0.004
H -3.222 -0.379 -1.316
H -2.361 0.952 -0.636
H -3.987 -2.066 1.095
H -2.433 -2.581 1.783
H -2.772 -2.907 0.143
H 0.527 -1.741 3.019
H 1.117 -3.464 3.166
H -0.561 -3.077 2.516
H 2.398 -0.944 1.761
H 2.659 -1.622 0.086
H 3.075 -2.630 1.560
H 0.217 -4.419 0.467
H 1.800 -4.657 1.143
H 1.595 -3.924 -0.467
H -1.727 -2.606 -2.829
H -0.243 -3.612 -2.598
H -0.660 -2.871 -4.132
H -1.713 -0.056 -3.018
H -0.574 -0.110 -4.419
H -0.124 0.815 -2.933
H 1.906 -2.371 -2.443
H 2.132 -0.677 -2.169
H 1.928 -1.242 -3.862
```



Record 4
The following is a quantum chemistry calculation of 2 unconnected molecules or ions with the total composition C16H35BBr2N4O5P2 in a non-equilibrium geometry, from the OMol25 dataset.

## Properties
Net charge: 0
E_tot in eV: -192684.559
Max |F| in eV/A: 8.36

Geometry as XYZ:
```
65
C16H35BBr2N4O5P2 (ωB97M-V with the def2-TZVPD basis set)
C -1.482 1.995 1.456
C -1.529 0.799 2.389
C -0.329 0.487 3.509
C 0.327 -1.040 3.302
O 1.243 -1.228 4.434
C 1.735 -2.604 4.554
O 2.361 -3.325 3.621
B 1.554 -3.347 6.043
O 0.261 -3.757 6.624
C 2.987 -3.648 6.846
C 3.040 -5.232 7.370
C 1.028 -1.019 1.822
Br 0.080 -1.993 0.299
C 2.288 -0.328 1.438
C 3.151 0.522 2.540
Br 2.958 -0.375 -0.457
P -1.224 -2.217 3.380
N -0.788 -3.896 2.977
O -1.843 -2.238 5.042
H -1.373 3.091 1.861
H -1.611 1.883 0.284
H -2.504 0.134 2.286
H -0.835 0.615 4.563
H 0.456 1.343 3.378
H 0.233 -4.766 6.469
H 3.927 -3.428 6.175
H 3.067 -2.968 7.801
H 2.963 -5.303 8.552
H 4.086 -5.725 7.091
H 2.201 -5.878 6.835
H 4.183 0.938 2.112
H 2.601 1.441 3.010
H 3.438 -0.236 3.405
H 0.116 -3.981 2.465
H -0.597 -4.356 3.916
H -2.004 -3.200 5.334
C 0.204 0.715 -5.215
N -0.666 1.092 -4.120
C -1.004 -0.084 -3.310
P -1.788 2.382 -3.992
O -1.259 2.732 -2.579
N -1.100 3.852 -4.635
C 0.220 3.912 -5.255
C -1.149 5.008 -3.709
N -2.396 1.979 -5.615
C -3.179 0.755 -5.746
C -2.107 2.583 -6.900
H -0.334 0.308 -6.073
H 0.930 -0.049 -4.905
H 0.839 1.533 -5.557
H -1.860 -0.619 -3.727
H -1.254 0.204 -2.284
H -0.171 -0.792 -3.230
H 1.012 3.586 -4.576
H 0.457 4.934 -5.582
H 0.269 3.336 -6.178
H -0.353 4.953 -2.951
H -2.114 5.061 -3.195
H -1.026 5.954 -4.248
H -2.540 -0.111 -5.943
H -3.914 0.809 -6.555
H -3.744 0.564 -4.828
H -1.165 2.215 -7.316
H -2.090 3.676 -6.860
H -2.882 2.355 -7.643
```



Q: Among the records above, which one has the highest E_tot?
A: C16H34O



Q: Among the records above, which one has the highest net charge?
A: C16H34P2W



Please write out number 3 again, unchanged.
The following is a quantum chemistry calculation of a molecular structure, C16H35AgBr2NO2Sb in a non-equilibrium geometry, from the OMol25 dataset.

## Properties
Net charge: 0
E_tot in eV: -173363.840
Max |F| in eV/A: 3.41

Geometry as XYZ:
```
58
C16H35AgBr2NO2Sb (ωB97M-V with the def2-TZVPD basis set)
Ag 0.631 1.282 0.011
N 2.127 3.089 -0.966
C 2.410 4.112 0.104
C 2.611 3.320 1.460
C 1.257 3.025 2.151
O 0.585 3.888 2.727
O 0.918 1.772 2.172
H 3.010 2.726 -1.368
H 1.508 3.421 -1.693
H 1.606 4.833 0.143
H 3.387 4.555 -0.048
H 3.207 3.968 2.146
H 3.176 2.395 1.339
Br -3.329 3.923 1.493
C -1.768 4.705 0.608
Br -1.451 4.345 -1.264
H -0.926 4.399 1.169
H -1.952 5.773 0.706
C -2.189 0.015 1.959
C -2.363 -0.762 0.676
C -3.020 0.125 -0.360
C -2.911 -2.123 0.906
Sb -0.213 -1.258 -0.211
C 1.035 -2.594 1.210
C 0.498 -2.733 2.598
C 2.374 -1.853 1.158
C 1.173 -3.911 0.537
C 0.010 -1.383 -2.788
C -0.650 -2.677 -3.056
C -0.698 -0.104 -3.294
C 1.567 -1.393 -2.816
H -3.199 0.429 2.148
H -1.648 0.944 1.792
H -1.769 -0.598 2.741
H -3.980 0.535 -0.004
H -3.222 -0.379 -1.316
H -2.361 0.952 -0.636
H -3.987 -2.066 1.095
H -2.433 -2.581 1.783
H -2.772 -2.907 0.143
H 0.527 -1.741 3.019
H 1.117 -3.464 3.166
H -0.561 -3.077 2.516
H 2.398 -0.944 1.761
H 2.659 -1.622 0.086
H 3.075 -2.630 1.560
H 0.217 -4.419 0.467
H 1.800 -4.657 1.143
H 1.595 -3.924 -0.467
H -1.727 -2.606 -2.829
H -0.243 -3.612 -2.598
H -0.660 -2.871 -4.132
H -1.713 -0.056 -3.018
H -0.574 -0.110 -4.419
H -0.124 0.815 -2.933
H 1.906 -2.371 -2.443
H 2.132 -0.677 -2.169
H 1.928 -1.242 -3.862
```